Computed, not measured: the ion C3H8NOS with charge +1, with ωB97M-V with the def2-TZVPD basis set.

Structure (XYZ):
```
14
Properties=species:S:1:pos:R:3:forces:R:3
N -1.556733 0.531881 0.581997 0.0367 0.4824 0.7439
C -0.179042 0.442966 0.027829 0.5049 -0.1381 -0.8065
C -0.138194 1.424386 -1.145993 -0.0541 0.5269 0.1506
O -0.968561 2.287557 -1.223927 -0.1452 -0.1761 -0.1027
C 0.285026 -0.976917 -0.298489 -0.4398 -0.1708 -0.5195
S 1.420834 -1.701361 0.887773 0.3177 -0.1288 0.2275
H -1.561071 0.378676 1.592565 -0.1370 -0.3662 -0.0707
H -1.891106 1.500237 0.442439 0.0302 0.0001 -0.3588
H -2.215560 -0.091840 0.110029 0.0796 -0.0556 0.1226
H 0.535322 0.875642 0.730659 -0.2047 0.0134 0.3435
H 0.730726 1.393910 -1.820208 -0.0243 -0.2355 0.0021
H -0.549924 -1.659772 -0.491469 -0.0177 0.1710 0.1227
H 0.800668 -0.948295 -1.263261 0.1653 0.0516 0.1772
H 0.531860 -2.336741 1.660793 -0.1118 0.0258 -0.0319
```
Positions in Å, forces in eV/Å.

The relative energy (zero: lowest compared OMol25 entry of this formula, charge and spin) is 0.345 eV. The max |F| is 0.019 Eh/bohr. As for the multiplicity: 1. Its energy is -647.01178 Ha. As for the charge: +1. The HOMO energy is -13.54 eV. The gap between HOMO and LUMO comes out at 9.41 eV.

***

Computed, not measured: an isolated molecule of C2H6P2S in a non-equilibrium geometry, with ωB97M-V with the def2-TZVPD basis set.

Structure (XYZ):
```
11
Properties=species:S:1:pos:R:3:forces:R:3
P 2.338448 0.045086 -0.232124 0.7860 0.3131 0.8292
C 0.572900 -0.282810 -0.291869 -2.3834 0.8931 0.6173
S -0.253280 0.190755 -1.805422 0.0099 -0.2099 -0.4840
C -0.391241 1.036652 -0.262422 1.6831 -1.6719 1.1410
P -1.944031 1.032907 0.756531 1.6924 -0.5825 1.1213
H 2.502182 -0.428317 1.107517 0.1192 -0.2396 -0.2763
H 2.081311 1.302107 0.365367 0.5965 0.2955 -0.3186
H 0.251000 -1.157344 0.308262 -0.2179 0.5276 -0.7800
H 0.313687 1.857725 -0.067113 -0.8404 0.0737 -0.4374
H -2.311482 -0.273313 0.395051 -0.2254 -0.0835 -0.1882
H -2.660306 1.685070 -0.171361 -1.2200 0.6844 -1.2241
```
Positions in Å, forces in eV/Å.

The relative energy (zero: lowest compared OMol25 entry of this formula, charge and spin) is 1.277 eV. The max |F| is 0.051 Eh/bohr. As for the multiplicity: 1. Its energy is -1160.60730 Ha. The HOMO energy is -8.85 eV. The gap between HOMO and LUMO comes out at 9.72 eV.

***

Computed, not measured: a structure of composition C31H53KN10OP in a non-equilibrium geometry, with ωB97M-V with the def2-TZVPD basis set.

Structure (XYZ):
```
97
Properties=species:S:1:pos:R:3:forces:R:3
K -2.732064 16.333302 7.748813 -0.2043 -0.0476 -0.4453
C -0.652544 16.243357 10.653535 0.4237 -0.3575 -1.6981
C -1.471578 15.982983 11.909596 0.1178 0.5275 1.1836
C -2.488710 14.884860 11.772427 0.1180 -1.0506 -0.2269
C -2.426680 13.717368 12.596692 -0.5200 1.1263 -0.7401
C -3.354648 12.703429 12.390542 -0.1985 0.6668 -0.8294
C -4.376808 12.904667 11.426367 1.0591 0.0902 0.8286
C -4.345475 14.082722 10.706376 -0.3332 0.3444 -0.5713
N -3.382277 15.023990 10.788256 -0.4711 -0.4441 0.6511
N -0.221866 17.625224 10.359305 0.2886 -0.3203 0.9816
C -1.163763 18.616508 9.881515 0.8537 1.1230 -0.9992
C -2.361872 18.903809 10.718517 -0.5749 0.3952 0.4796
C -2.255825 19.468946 11.998627 -0.3693 -0.3306 -0.4636
C -3.410443 19.645731 12.752413 0.0665 -0.2304 -0.2062
C -4.630871 19.234406 12.210141 0.1294 -0.1278 -0.7642
C -4.641016 18.759539 10.884753 0.2504 0.5489 0.9887
N -3.544304 18.657909 10.141225 0.2880 -0.7526 0.1866
C 1.067510 17.737304 9.706381 0.0507 -0.2234 0.3896
C 1.239277 17.125197 8.326829 0.9179 -0.1281 -0.7532
C 2.574868 16.813926 7.952292 -1.3594 -0.2345 -0.6622
C 2.810108 16.189380 6.727743 -0.6950 0.5324 0.3062
C 1.732193 16.003620 5.848107 -0.0148 0.0613 0.5486
C 0.465221 16.338498 6.313829 0.1275 -0.0376 0.0462
N 0.200921 16.889768 7.512352 0.4779 -0.3114 0.4164
H -1.201667 15.839582 9.759976 0.3326 0.0803 0.7442
H 0.267584 15.607074 10.743412 -0.6170 0.6847 -0.2859
H -1.970856 16.902401 12.269742 0.1191 -0.4432 -0.3233
H -0.779405 15.692503 12.717539 -0.2224 0.2394 -0.1871
H -1.675093 13.723263 13.379835 -0.0851 -0.4046 -0.1155
H -3.274300 11.773608 12.921202 -0.1251 -0.1992 0.3053
H -5.153412 12.167001 11.266089 0.0421 0.0884 0.0235
H -5.168675 14.309438 10.009757 0.5348 -0.1944 0.1504
H -1.507305 18.423297 8.842763 0.0780 0.0976 0.4178
H -0.575851 19.585673 9.829491 -0.5500 -0.9744 -0.0613
H -1.282906 19.745458 12.381274 0.0265 -0.0688 0.0503
H -3.310108 20.063524 13.750964 -0.2938 -0.0451 -0.1456
H -5.574434 19.296771 12.738027 0.1707 0.0490 0.1361
H -5.560790 18.443520 10.412118 -0.1769 0.1145 0.0164
H 1.844620 17.270787 10.337260 -0.3619 0.1054 -0.0697
H 1.341218 18.799276 9.666585 -0.0908 -0.1071 -0.0993
H 3.363924 17.091305 8.623779 0.3601 -0.2251 0.2089
H 3.797920 15.847746 6.485838 0.3401 0.0910 -0.2612
H 1.860036 15.614674 4.837822 -0.0133 -0.0841 0.3924
H -0.412941 16.108391 5.720283 -0.0035 0.1574 -0.1903
C -3.652961 19.619876 6.377506 0.0686 1.1656 0.7850
C -2.881991 19.493399 5.081270 -0.2642 -0.3781 -0.1617
N -2.068618 18.250707 5.024769 0.7336 1.0020 -0.4901
C -2.200789 17.616801 3.710780 0.9864 0.4012 -0.6471
C -3.073804 16.388032 3.730591 -0.5600 -1.2189 -0.0950
N -3.998172 16.355897 4.861509 -0.3271 -0.2848 -0.4443
C -5.158501 17.244856 4.702214 0.4336 0.4382 -0.0648
C -5.517310 17.892197 6.032373 -0.5620 1.0135 0.4223
N -4.422519 18.479769 6.837405 -0.2025 -1.0207 -0.0747
H -4.270926 20.547160 6.281357 0.2028 -0.3801 0.0601
H -2.900917 19.843450 7.185258 -0.7046 -0.2349 -0.5406
H -2.271469 20.406262 4.988780 -0.0298 -0.2818 0.0154
H -3.575793 19.525884 4.215003 0.3806 -0.1076 0.5299
H -1.082043 18.519857 5.125149 -0.6317 -0.1235 0.0669
H -1.201961 17.282178 3.353202 -0.4731 0.3437 0.1712
H -2.562355 18.346088 2.952729 0.1995 -0.3671 0.3711
H -2.435132 15.493507 3.785368 -0.1828 0.1540 0.2705
H -3.597836 16.286201 2.762227 0.0769 0.1297 0.1272
H -4.323956 15.399020 4.992711 0.1893 0.2331 -0.0068
H -6.046593 16.689384 4.394866 -0.0804 -0.0159 -0.1870
H -4.998963 18.019544 3.907026 0.1271 -0.7314 0.6804
H -6.028662 17.128339 6.642640 0.4552 0.1579 0.0723
H -6.314195 18.640140 5.848304 0.1597 -0.0846 -0.1395
H -4.774029 18.682429 7.769938 0.1415 -0.0158 -0.2181
C -5.047507 11.922737 7.733488 0.2303 -0.3212 -0.3507
N -3.617280 11.526327 7.773599 -0.1758 0.0940 0.1020
C -3.411892 10.229240 8.454473 -0.3944 0.2652 -0.6582
P -2.473454 12.328616 6.851381 -0.0160 -0.1777 0.5207
O -2.970788 13.698174 6.547931 -0.1286 0.0890 -0.1637
N -1.066426 12.246968 7.723521 0.0842 -0.4513 0.4177
C 0.259032 12.297443 7.100875 0.5719 -0.1206 -0.2202
C -0.998390 12.310212 9.191577 0.7964 0.7779 -0.2213
N -2.074966 11.513112 5.467008 0.3000 0.2004 -0.3924
C -1.544617 10.147843 5.391906 0.2019 0.2183 0.1593
C -2.689171 11.902008 4.199041 -0.6286 -0.3925 0.2129
H -5.664133 11.128367 7.271000 0.3231 0.1216 0.2047
H -5.235706 12.827497 7.130325 0.4641 -0.3001 0.4795
H -5.404448 12.055806 8.762670 -0.0111 0.1203 -0.2110
H -3.900662 10.300182 9.436133 0.1702 -0.1746 -0.1068
H -2.341839 10.015567 8.602927 -0.4569 0.0503 -0.1903
H -3.911879 9.409897 7.873862 0.5338 0.4954 0.5101
H 0.214221 12.424479 6.002575 -0.2333 -0.0640 0.6560
H 0.825580 11.354570 7.298046 -0.3510 0.5865 -0.0318
H 0.872055 13.138374 7.500260 -0.5031 -0.4144 -0.1083
H -1.955554 12.236981 9.695699 -0.2216 -0.0953 -0.2475
H -0.538536 13.279521 9.494174 -0.2867 -0.4313 -0.1215
H -0.319759 11.533310 9.566190 -0.2100 -0.0481 -0.0570
H -0.763560 9.934920 6.150708 -0.5675 0.2164 -0.4049
H -1.121285 10.023288 4.387908 0.2342 0.0492 0.2797
H -2.340086 9.404597 5.445184 -0.1249 -0.1399 0.2774
H -3.125210 12.904118 4.253331 0.2084 -0.2338 0.0375
H -3.491168 11.171778 3.973111 0.1756 0.3917 -0.1955
H -1.945834 11.846945 3.402051 -0.0141 0.1143 -0.0320
```
Positions in Å, forces in eV/Å.

The relative energy (zero: lowest compared OMol25 entry of this formula, charge and spin) is 0.000 eV. The max |F| is 0.035 Eh/bohr. As for the multiplicity: 1. Its energy is -2777.03659 Ha. As for the charge: +1. The HOMO energy is -10.75 eV. The gap between HOMO and LUMO comes out at 9.11 eV.

***

Repeat the second record exactly.
Computed, not measured: an isolated molecule of C2H6P2S in a non-equilibrium geometry, with ωB97M-V with the def2-TZVPD basis set.

Structure (XYZ):
```
11
Properties=species:S:1:pos:R:3:forces:R:3
P 2.338448 0.045086 -0.232124 0.7860 0.3131 0.8292
C 0.572900 -0.282810 -0.291869 -2.3834 0.8931 0.6173
S -0.253280 0.190755 -1.805422 0.0099 -0.2099 -0.4840
C -0.391241 1.036652 -0.262422 1.6831 -1.6719 1.1410
P -1.944031 1.032907 0.756531 1.6924 -0.5825 1.1213
H 2.502182 -0.428317 1.107517 0.1192 -0.2396 -0.2763
H 2.081311 1.302107 0.365367 0.5965 0.2955 -0.3186
H 0.251000 -1.157344 0.308262 -0.2179 0.5276 -0.7800
H 0.313687 1.857725 -0.067113 -0.8404 0.0737 -0.4374
H -2.311482 -0.273313 0.395051 -0.2254 -0.0835 -0.1882
H -2.660306 1.685070 -0.171361 -1.2200 0.6844 -1.2241
```
Positions in Å, forces in eV/Å.

The relative energy (zero: lowest compared OMol25 entry of this formula, charge and spin) is 1.277 eV. The max |F| is 0.051 Eh/bohr. As for the multiplicity: 1. Its energy is -1160.60730 Ha. The HOMO energy is -8.85 eV. The gap between HOMO and LUMO comes out at 9.72 eV.